DFT (wB97M-V/def2-TZVPD) results for a cluster of 2 separate species, C11H12NO2 in total.

Structure (ORCA input):
```
! wB97M-V def2-TZVPD RIJCOSX def2/J DEFGRID3
* xyz -1 1
C -1.48 3.99 0.01
C -0.61 3.76 -1.24
O -0.26 4.68 -2.03
O -0.22 2.57 -1.23
H -2.49 3.87 -0.33
H -1.34 4.99 0.07
H -1.22 3.30 0.87
C -2.30 -1.73 -0.82
C 1.33 -0.75 0.12
C 0.16 -1.76 0.27
C -0.93 -1.24 -0.39
C -0.52 0.05 -0.87
C 2.93 -2.04 1.26
C 2.67 -0.91 0.57
C 1.85 -2.99 1.54
C 0.54 -2.78 1.22
N 0.77 0.32 -0.56
H 3.88 -2.22 1.82
H 3.54 -0.22 0.66
H 1.98 -3.72 2.39
H -0.32 -3.58 1.46
H 1.23 1.21 -0.78
H -1.14 0.68 -1.49
H -2.88 -1.20 -0.08
H -2.38 -2.78 -0.61
H -2.79 -1.49 -1.81
*
```

Results
F_max (Eh/bohr): 0.0960
Gap between HOMO and LUMO (eV): 7.687
Highest occupied orbital energy (eV): -4.35
LUMO level (eV): 3.3
Energy above the lowest of the compared OMol25 structures with the same formula, charge and spin (kJ/mol): 270.0

***

DFT (wB97M-V/def2-TZVPD) results for a structure of composition C11H12NO2.

Structure (ORCA input):
```
! wB97M-V def2-TZVPD RIJCOSX def2/J DEFGRID3
* xyz -1 1
C -0.74 0.78 -3.24
C 1.03 0.12 -1.40
C 0.11 1.03 0.39
C -0.14 0.67 -1.86
C -0.70 1.36 -0.75
C -0.20 1.51 1.67
C -1.33 2.26 1.84
C -1.91 2.04 -0.50
C -2.23 2.46 0.77
N 1.11 0.18 -0.03
H 1.67 -0.75 0.54
H 1.86 -0.45 -1.80
H 0.51 1.30 2.47
H -0.11 1.31 -3.95
H -1.69 1.31 -3.29
H -1.55 2.83 2.74
H -2.58 2.26 -1.32
H -3.15 2.97 1.02
H -0.86 -0.24 -3.62
C -0.14 -2.32 1.21
C 1.23 -2.82 0.84
O 2.14 -1.91 0.62
O 1.51 -4.01 0.82
H -0.68 -3.09 1.77
H -0.64 -2.05 0.27
H -0.09 -1.43 1.83
*
```

Results
F_max (Eh/bohr): 0.0380
Gap between HOMO and LUMO (eV): 7.653
Highest occupied orbital energy (eV): -4.16
LUMO level (eV): 3.5
Energy above the lowest of the compared OMol25 structures with the same formula, charge and spin (kJ/mol): 63.4

***

DFT (wB97M-V/def2-TZVPD) results for the ion C11H12NO3 with charge -1.

Structure (ORCA input):
```
! wB97M-V def2-TZVPD RIJCOSX def2/J DEFGRID3
* xyz -1 1
C 2.37 -1.85 1.09
C 0.99 -2.02 1.39
C 2.73 -0.75 0.34
C 0.05 -0.99 1.07
C 1.86 0.17 -0.20
C 0.53 0.08 0.26
C 0.47 1.96 3.48
C -0.27 2.53 1.02
C -0.43 1.20 0.16
C -1.97 0.55 -1.80
C -1.87 0.97 -0.36
N 0.74 2.53 2.00
O 1.34 2.25 4.25
O -0.67 1.54 3.61
O 0.14 2.37 -0.41
H 3.18 -2.56 1.43
H 0.60 -2.91 2.07
H 3.78 -0.58 0.14
H -0.93 -0.87 1.43
H 2.31 1.05 -0.77
H -1.14 3.03 1.19
H -1.89 1.43 -2.56
H -2.90 0.08 -2.12
H -1.11 -0.06 -2.10
H -2.35 0.27 0.20
H -2.40 1.88 -0.24
H 1.63 2.06 1.60
*
```

Results
Structure (SMILES): CC[C@@]1(c2ccccc2)O[C@@H]1NC(=O)[O-]
F_max (Eh/bohr): 0.1249
Gap between HOMO and LUMO (eV): 7.391
Highest occupied orbital energy (eV): -4.05
LUMO level (eV): 3.3
Energy above the lowest of the compared OMol25 structures with the same formula, charge and spin (kJ/mol): 187.9

***

DFT (wB97M-V/def2-TZVPD) results for a structure of composition C11H12NO5Tb.

Structure (ORCA input):
```
! wB97M-V def2-TZVPD RIJCOSX def2/J DEFGRID3
* xyz 0 7
Tb -0.64 -0.07 0.24
O 5.67 0.03 -0.54
C 4.33 -0.02 -0.51
C 3.63 -1.22 -0.63
C 2.25 -1.18 -0.57
N 1.60 -0.02 -0.39
C 2.27 1.14 -0.32
C 3.64 1.19 -0.38
C 1.32 2.35 -0.21
O 1.77 3.46 -0.36
O 0.09 2.00 0.01
C 1.31 -2.38 -0.75
O 1.78 -3.47 -0.99
O 0.06 -2.06 -0.62
H 6.05 -0.85 -0.63
H 4.12 -2.18 -0.76
H 4.17 2.13 -0.34
C -0.62 -2.46 2.67
C -1.28 -1.29 3.39
C -0.79 -1.21 4.84
C -1.04 0.05 2.66
H -0.76 -3.39 3.22
H 0.46 -2.29 2.58
H -1.03 -2.61 1.67
H -2.36 -1.47 3.42
H 0.29 -1.04 4.86
H -1.00 -2.14 5.37
H -1.27 -0.39 5.37
H -0.01 0.38 2.89
H -1.70 0.81 3.09
*
```

Results
F_max (Eh/bohr): 0.0159
Gap between HOMO and LUMO (spin up / spin down) (eV): 7.509 / 8.427
Highest occupied orbital energy (spin up / spin down) (eV): -8.84 / -9.18
LUMO level (spin up / spin down) (eV): -1.3 / -0.7
Energy above the lowest of the compared OMol25 structures with the same formula, charge and spin (kJ/mol): 0.0

***

Number 1: E -631.5949 Eh. Number 2: E -631.6736 Eh. Number 3: E -706.8293 Eh. Number 4: E -1681.8000 Eh.